i:
{"formula": "C3H6N2", "method": "the ωB97M-V functional and the def2-TZVPD basis", "elements": ["C", "N", "C", "H", "H", "H", "H", "H", "C", "N", "H"], "positions_angstrom": [[-0.149, 1.184, -0.037], [0.250, 0.092, -0.540], [1.488, -0.569, -0.087], [0.326, 1.892, 0.688], [-1.033, 1.644, -0.355], [2.065, -0.698, -0.985], [1.263, -1.602, 0.155], [1.951, 0.067, 0.687], [-2.088, -0.714, 0.107], [-2.714, 0.233, 0.272], [-1.360, -1.529, 0.094]], "homo_energy_ev": -9.79, "charge": 0, "smiles": "C=NC.C#N"}


ii:
{"formula": "C3H6N2", "method": "the ωB97M-V functional and the def2-TZVPD basis", "elements": ["C", "N", "N", "C", "C", "H", "H", "H", "H", "H", "H"], "positions_angstrom": [[-0.875, 0.142, -1.585], [-0.005, 0.951, -1.105], [0.729, 0.321, -0.151], [0.642, 0.627, 1.256], [0.306, -0.845, 0.562], [-1.079, -0.943, -1.348], [-1.325, 0.431, -2.481], [-0.137, 1.495, 1.503], [1.484, 0.475, 1.990], [1.087, -1.615, 0.799], [-0.828, -1.039, 0.560]], "homo_energy_ev": -8.47, "charge": 0, "smiles": "C=NN1CC1"}


The structure with the least stability is ii.


i:
{"formula": "C3H6N2", "method": "the ωB97M-V functional and the def2-TZVPD basis", "elements": ["C", "N", "C", "N", "C", "H", "H", "H", "H", "H", "H"], "positions_angstrom": [[-1.534, 0.792, 0.289], [-0.607, -0.315, 0.396], [0.729, -0.222, 0.235], [1.779, 0.436, 0.471], [1.813, -0.688, -0.579], [-1.884, 1.157, 1.262], [-2.385, 0.483, -0.333], [-1.033, 1.603, -0.250], [-0.932, -1.260, 0.510], [2.255, -1.668, -0.394], [1.800, -0.318, -1.606]], "homo_energy_ev": -8.84, "charge": 0, "smiles": "CNC1=NC1"}


ii:
{"formula": "C3H6N2", "method": "the ωB97M-V functional and the def2-TZVPD basis", "elements": ["C", "N", "N", "C", "C", "H", "H", "H", "H", "H", "H"], "positions_angstrom": [[-2.427, -0.087, 0.026], [-1.142, -0.330, -0.301], [-0.336, 0.874, -0.176], [0.903, 0.728, -0.052], [1.721, -0.550, 0.011], [-3.037, -0.960, 0.171], [-2.967, 0.913, 0.366], [1.433, 1.705, -0.014], [1.059, -1.469, -0.105], [2.333, -0.352, 0.922], [2.462, -0.472, -0.847]], "homo_energy_ev": -9.07, "charge": 0, "smiles": "C=N/N=C\\C"}


iii:
{"formula": "C3H6N2", "method": "the ωB97M-V functional and the def2-TZVPD basis", "elements": ["H", "N", "C", "N", "C", "C", "H", "H", "H", "H", "H"], "positions_angstrom": [[0.453, -0.427, 2.588], [0.066, -0.376, 1.482], [0.232, 0.358, 0.391], [1.023, 1.418, 0.208], [-0.098, -0.385, -0.805], [-1.258, -1.123, -0.817], [1.062, 2.266, -0.496], [1.739, 1.681, 1.038], [0.267, -0.236, -1.887], [-1.364, -1.758, -1.833], [-2.122, -1.416, 0.132]], "homo_energy_ev": -8.41, "charge": 0, "smiles": "[H]/N=C(\\N)C=C"}


iv:
{"formula": "C3H6N2", "method": "the ωB97M-V functional and the def2-TZVPD basis", "elements": ["C", "N", "C", "C", "N", "H", "H", "H", "H", "H", "H"], "positions_angstrom": [[1.113, -0.574, -0.201], [0.513, 0.461, 0.639], [-0.764, 0.937, 0.143], [-1.546, -0.235, -0.336], [-1.651, -1.315, -0.745], [0.397, -1.399, -0.470], [1.970, -1.005, 0.325], [1.444, -0.117, -1.146], [0.406, 0.127, 1.592], [-1.274, 1.518, 0.915], [-0.608, 1.602, -0.715]], "homo_energy_ev": -9.75, "charge": 0, "smiles": "CNCC#N"}


The structure with the least stability is iii.


i:
{"formula": "C3H7N3", "method": "the ωB97M-V functional and the def2-TZVPD basis", "elements": ["N", "C", "C", "N", "C", "N", "H", "H", "H", "H", "H", "H", "H"], "positions_angstrom": [[2.714, 0.955, -0.732], [1.725, 0.648, -0.216], [0.532, -0.006, 0.340], [0.789, -1.449, 0.090], [-0.769, 0.589, -0.265], [-1.944, 0.264, 0.535], [0.460, 0.176, 1.423], [0.997, -1.609, -0.899], [1.657, -1.722, 0.563], [-0.678, 1.685, -0.258], [-0.827, 0.292, -1.325], [-2.758, 0.756, 0.171], [-2.154, -0.726, 0.479]], "homo_energy_ev": -9.93, "charge": 0, "smiles": "N#C[C@H](N)CN"}


ii:
{"formula": "C3H7N3", "method": "the ωB97M-V functional and the def2-TZVPD basis", "elements": ["C", "C", "C", "N", "N", "N", "H", "H", "H", "H", "H", "H", "H"], "positions_angstrom": [[2.591, 0.447, -0.077], [-0.299, 0.437, -1.405], [0.017, 2.126, -0.014], [1.849, -0.530, 0.114], [1.135, -1.363, 0.115], [-0.387, 0.788, -0.208], [3.071, 0.667, -0.978], [2.657, 1.169, 0.769], [-0.487, -0.559, -1.666], [-0.160, 1.216, -2.135], [0.507, 2.429, -1.017], [-0.819, 2.746, 0.144], [0.580, 2.178, 0.969]], "homo_energy_ev": -8.42, "charge": 0}


iii:
{"formula": "C3H7N3", "method": "the ωB97M-V functional and the def2-TZVPD basis", "elements": ["C", "C", "N", "N", "N", "C", "H", "H", "H", "H", "H", "H", "H"], "positions_angstrom": [[-1.862, -1.313, 0.306], [-1.160, -0.404, -0.097], [-0.358, 0.645, -0.079], [-0.974, 1.851, 0.045], [1.234, 0.418, -0.483], [1.324, -1.032, 0.059], [-2.698, -1.671, -0.271], [-0.600, 2.541, -0.531], [-0.816, 2.105, 1.017], [1.728, 1.059, 0.123], [1.400, -1.637, -0.890], [2.297, -1.267, 0.357], [0.486, -1.294, 0.444]], "homo_energy_ev": -8.22, "charge": 0, "smiles": "C#CN(N)NC"}


The structure with the least stability is iii.


i:
{"formula": "C3H7N3", "method": "the ωB97M-V functional and the def2-TZVPD basis", "elements": ["N", "C", "C", "N", "C", "N", "H", "H", "H", "H", "H", "H", "H"], "positions_angstrom": [[2.566, 1.681, -0.099], [1.727, 0.910, 0.102], [0.614, -0.031, 0.340], [1.032, -1.374, -0.059], [-0.616, 0.423, -0.483], [-1.858, 0.252, 0.260], [0.324, 0.058, 1.399], [0.281, -2.032, 0.136], [1.835, -1.675, 0.487], [-0.497, 1.483, -0.721], [-0.579, -0.126, -1.435], [-2.485, 1.026, 0.077], [-2.345, -0.596, -0.004]], "homo_energy_ev": -10.03, "charge": 0, "smiles": "N#C[C@H](N)CN"}


ii:
{"formula": "C3H7N3", "method": "the ωB97M-V functional and the def2-TZVPD basis", "elements": ["N", "C", "C", "N", "N", "C", "H", "H", "H", "H", "H", "H", "H"], "positions_angstrom": [[1.373, 0.090, -0.843], [0.640, 0.141, 0.521], [-0.316, 1.329, 0.349], [-1.283, 1.059, -0.519], [-1.325, -0.430, -0.548], [-0.487, -0.889, 0.487], [2.376, -0.385, -0.806], [0.763, 0.018, -1.547], [1.509, 0.342, 1.360], [-0.014, 2.241, 0.550], [-2.318, -1.019, -0.716], [-0.806, -0.741, 1.648], [-0.112, -1.755, 0.063]], "homo_energy_ev": -8.73, "charge": 0, "smiles": "N[C@H]1C=NNC1"}


The structure with the least stability is ii.


i:
{"formula": "CH6N4O", "method": "the ωB97M-V functional and the def2-TZVPD basis", "elements": ["C", "N", "N", "N", "N", "O", "H", "H", "H", "H", "H", "H"], "positions_angstrom": [[11.855, 1.727, 3.419], [-17.373, -2.397, -5.034], [13.334, 1.872, 3.427], [-16.996, -1.970, -4.013], [14.360, 1.464, 3.206], [11.952, 0.643, 2.271], [12.007, 2.314, 2.425], [-18.315, -2.788, -5.271], [10.842, 2.676, 3.784], [-17.309, -2.208, -3.016], [-16.263, -1.248, -4.049], [11.906, -0.086, 2.851]], "homo_energy_ev": -18.61, "charge": 2}


ii:
{"formula": "CH6N4O", "method": "the ωB97M-V functional and the def2-TZVPD basis", "elements": ["C", "N", "N", "N", "N", "O", "H", "H", "H", "H", "H", "H"], "positions_angstrom": [[-16.459, -0.723, -0.543], [22.313, 0.218, -0.670], [-15.714, -0.613, 0.610], [22.779, 0.605, 0.361], [-15.820, 0.779, 0.527], [-16.582, 0.609, -0.645], [-18.980, -2.063, -1.690], [22.479, -0.701, -1.082], [-14.988, -1.053, 1.160], [23.371, -0.118, 0.909], [22.787, 1.547, 0.530], [-15.187, 1.514, 0.533]], "homo_energy_ev": [-15.63, -17.57], "charge": 2}


The structure with the least stability is ii.